{"formula": "C42H84O26", "method": "wB97M-V/def2-TZVPD", "symbols": ["C", "O", "C", "O", "O", "C", "H", "H", "H", "H", "H", "H", "C", "O", "C", "O", "O", "C", "H", "H", "H", "H", "H", "H", "C", "O", "C", "O", "O", "C", "H", "H", "H", "H", "H", "H", "C", "O", "C", "O", "O", "C", "H", "H", "H", "H", "H", "H", "C", "O", "C", "O", "O", "C", "H", "H", "H", "H", "H", "H", "C", "O", "C", "O", "O", "C", "H", "H", "H", "H", "H", "H", "C", "C", "O", "C", "H", "H", "H", "H", "H", "H", "C", "C", "O", "C", "H", "H", "H", "H", "H", "H", "C", "C", "O", "C", "H", "H", "H", "H", "H", "H", "C", "C", "O", "C", "H", "H", "H", "H", "H", "H", "C", "C", "O", "C", "H", "H", "H", "H", "H", "H", "C", "C", "O", "C", "H", "H", "H", "H", "H", "H", "C", "C", "O", "C", "H", "H", "H", "H", "H", "H", "C", "C", "O", "C", "H", "H", "H", "H", "H", "H"], "positions_angstrom": [[-10.5869, 7.2882, 8.1965], [-11.3055, 7.4931, 6.9595], [-12.1331, 8.4690, 6.7804], [-12.5567, 9.1898, 7.7045], [-12.3492, 8.6301, 5.4758], [-13.3516, 9.5380, 4.9616], [-9.5386, 7.0426, 8.0264], [-10.9580, 6.3635, 8.6386], [-10.6630, 7.9907, 9.0264], [-14.3264, 9.1261, 5.2226], [-13.2606, 9.5807, 3.8763], [-13.4037, 10.5526, 5.3568], [-6.0897, 9.7736, 6.2006], [-6.1140, 8.7460, 5.2487], [-6.7219, 7.5817, 5.5260], [-7.4514, 7.3674, 6.5206], [-6.4656, 6.6939, 4.5909], [-6.9501, 5.3099, 4.6175], [-5.9333, 9.5527, 7.2564], [-6.9561, 10.4304, 6.1221], [-5.2956, 10.4679, 5.9259], [-6.2983, 4.8246, 5.3440], [-6.8286, 4.8963, 3.6164], [-7.9510, 5.2387, 5.0433], [-13.0237, -1.2048, 5.5455], [-12.5365, -2.5072, 5.4021], [-13.0682, -3.5562, 6.0884], [-14.1587, -3.5774, 6.7214], [-12.2210, -4.5921, 5.9234], [-12.4954, -5.8690, 6.4186], [-14.0274, -1.0986, 5.1340], [-12.3858, -0.4882, 5.0283], [-13.1685, -0.8931, 6.5799], [-13.0228, -6.4802, 5.6862], [-13.1043, -5.7176, 7.3099], [-11.5835, -6.3749, 6.7358], [-9.3709, 3.7476, 9.2540], [-9.0003, 3.5744, 7.8968], [-9.8012, 2.7936, 7.1151], [-10.5348, 1.9379, 7.4989], [-9.2606, 2.8562, 5.8549], [-9.6464, 1.9598, 4.8222], [-8.8408, 4.5972, 9.6843], [-9.0119, 2.8945, 9.8297], [-10.4431, 3.8739, 9.4042], [-9.2691, 0.9637, 5.0534], [-9.1138, 2.2835, 3.9280], [-10.7361, 1.9319, 4.8236], [-1.7217, 6.5018, 9.9250], [-3.1584, 6.3121, 10.0048], [-3.8396, 5.8132, 8.9974], [-3.3034, 5.4479, 7.9634], [-5.1120, 5.8808, 9.2424], [-5.8705, 4.8463, 8.5723], [-1.5276, 7.3030, 10.6381], [-1.3612, 6.7660, 8.9308], [-1.0916, 5.6450, 10.1634], [-5.4008, 3.8639, 8.5241], [-6.1882, 5.1942, 7.5894], [-6.7833, 4.6518, 9.1354], [-13.0783, 4.4085, 6.8600], [-14.4371, 3.7870, 6.8361], [-14.6226, 2.6487, 6.1274], [-13.7423, 2.0317, 5.5220], [-15.9153, 2.3455, 6.1343], [-16.4496, 1.0494, 5.6770], [-13.2868, 5.2738, 7.4892], [-12.7596, 4.6459, 5.8451], [-12.3041, 3.7666, 7.2803], [-16.3834, 0.8245, 4.6125], [-17.4795, 0.8974, 5.9997], [-15.7784, 0.3266, 6.1409], [-10.3702, 5.6094, 0.7181], [-9.8073, 5.5585, 2.0772], [-8.9488, 4.7523, 2.2454], [-10.3958, 6.4897, 3.1743], [-11.4440, 5.7117, 0.8749], [-10.1909, 4.6692, 0.1965], [-9.9880, 6.3478, 0.0132], [-10.1093, 7.4653, 2.7817], [-9.9681, 6.1878, 4.1304], [-11.4851, 6.4661, 3.2029], [-13.3162, 3.4046, 1.5280], [-13.0203, 2.0109, 1.1945], [-13.1217, 1.6563, 0.0591], [-12.6493, 1.0904, 2.3772], [-12.8834, 3.8655, 2.4159], [-14.3978, 3.5364, 1.5604], [-13.0265, 3.9555, 0.6332], [-13.3012, 1.1167, 3.2504], [-11.5900, 1.1689, 2.6218], [-12.5441, 0.0765, 1.9912], [-5.7539, 7.9212, 11.8965], [-7.0880, 7.2418, 12.1353], [-7.6036, 6.5491, 11.2861], [-7.7735, 7.5426, 13.4784], [-5.0602, 7.6902, 12.7049], [-5.9592, 8.9917, 11.9016], [-5.3186, 7.6019, 10.9496], [-8.8240, 7.8235, 13.4038], [-7.4032, 8.4966, 13.8539], [-7.6687, 6.7420, 14.2106], [-8.9569, -0.4490, 8.9140], [-9.8878, 0.0561, 10.0836], [-9.4326, 0.4842, 11.1658], [-11.3918, 0.0706, 9.8446], [-8.1459, 0.2791, 8.8977], [-9.5458, -0.5082, 7.9986], [-8.6552, -1.4915, 9.0149], [-11.6417, -0.1060, 8.7984], [-11.9310, 0.9141, 10.2758], [-11.6705, -0.8319, 10.3887], [-5.9613, 1.5557, 5.8986], [-5.4283, 0.3622, 5.1382], [-4.2285, 0.1855, 4.9914], [-6.4421, -0.6831, 4.6158], [-6.9247, 1.3542, 6.3669], [-6.0760, 2.4756, 5.3254], [-5.2894, 1.7030, 6.7442], [-7.1764, -0.2736, 3.9220], [-6.9681, -1.0894, 5.4798], [-5.8989, -1.4156, 4.0188], [-8.5404, -0.4206, 0.7700], [-8.1121, 1.0782, 0.9356], [-7.2554, 1.4922, 1.7757], [-8.7190, 1.9922, -0.0196], [-7.6947, -0.8872, 0.2649], [-9.3961, -0.4922, 0.0985], [-8.6528, -0.9626, 1.7090], [-7.9741, 2.4618, -0.6621], [-9.3049, 2.6957, 0.5720], [-9.3465, 1.3645, -0.6523], [-4.6894, 2.8048, 12.4880], [-5.9625, 3.6852, 12.7281], [-6.1240, 4.5183, 13.6457], [-7.1930, 3.4614, 11.7964], [-3.9833, 2.9527, 13.3051], [-4.2466, 2.9646, 11.5049], [-4.8888, 1.7340, 12.5296], [-7.1173, 4.0409, 10.8763], [-8.2015, 3.6913, 12.1403], [-7.2278, 2.4032, 11.5378], [-11.3836, 5.6038, 13.1961], [-12.1067, 4.9487, 12.0288], [-12.5816, 5.6482, 11.1392], [-12.3157, 3.4643, 11.9949], [-11.9495, 6.4994, 13.4526], [-10.3633, 5.9139, 12.9705], [-11.3000, 5.0989, 14.1585], [-13.2183, 3.1757, 11.4563], [-12.4132, 3.1477, 13.0334], [-11.4205, 3.1010, 11.4902]], "mulliken_spin": [0.000, 0.000, 0.000, 0.000, 0.000, 0.000, 0.000, 0.000, 0.000, 0.000, 0.000, 0.000, 0.000, 0.000, 0.000, 0.000, 0.000, 0.000, 0.000, 0.000, 0.000, 0.000, 0.000, 0.000, 0.000, 0.000, 0.000, 0.000, 0.000, 0.000, 0.000, 0.000, 0.000, 0.000, 0.000, 0.000, -0.001, -0.001, 0.000, 0.000, 0.000, 0.000, 0.006, 0.000, 0.000, 0.000, 0.000, 0.000, 0.000, -0.001, 0.001, 0.001, 0.001, 0.007, 0.000, 0.000, 0.000, -0.001, -0.002, -0.005, 0.000, 0.000, 0.000, 0.000, 0.000, 0.000, 0.000, 0.000, 0.000, 0.000, 0.000, 0.000, 0.000, 0.000, 0.000, 0.000, 0.000, 0.000, 0.000, 0.000, 0.000, 0.000, 0.000, 0.000, 0.000, 0.000, 0.000, 0.000, 0.000, 0.000, 0.000, 0.000, 0.143, -0.041, 0.755, 0.133, 0.005, 0.002, -0.008, 0.000, 0.001, 0.001, 0.000, 0.000, 0.000, 0.000, 0.000, 0.000, 0.000, 0.000, 0.000, 0.000, 0.000, 0.000, 0.000, 0.000, 0.000, 0.000, 0.000, 0.000, 0.000, 0.000, 0.000, 0.000, 0.000, 0.000, 0.000, 0.000, 0.000, 0.000, 0.000, 0.000, 0.001, -0.003, 0.003, 0.003, 0.000, 0.000, 0.000, 0.000, 0.000, 0.000, -0.002, 0.000, 0.001, 0.000, 0.000, 0.002, 0.000, 0.000, 0.000, 0.000], "e_above_lowest_kj_mol": 94.8, "charge": 1, "e_tot_ha": -3606.49287, "orbital_gap_ev": [6.1652, 2.2372], "lumo_ev": [-4.761, -8.689], "multiplicity": 2}